Computed, not measured: a 14-piece molecular cluster, C84H196O42 overall in a non-equilibrium geometry, with ωB97M-V/def2-TZVPD.

Energy relative to the best compared isomer or geometry (same formula, charge and spin) in kcal per mole: 94.7
E_tot in a.u.: -6477.17481
LUMO in Eh: 0.02231
Orbital gap in eV: 9.51

```
322
Properties=species:S:1:pos:R:3:forces:R:3:mulliken_charge:R:1
C 6.248169 -3.895905 -6.207600 2.1 3.4 -1.1 -0.855
O 5.703666 -4.154281 -5.006212 -1.2 -1.2 2.2 -0.279
C 6.562563 -4.200947 -3.869143 -1.7 1.2 0.5 -1.417
C 6.468709 -2.875527 -3.001098 0.5 -0.6 -1.7 0.981
O 7.169358 -1.799346 -3.783786 -1.3 -1.5 0.9 -0.475
C 7.693676 -0.841274 -2.909190 0.5 0.4 0.3 -1.137
C 6.679964 0.134899 -2.324880 -0.2 -0.7 -0.2 0.676
O 6.494490 1.233578 -3.158889 -0.2 1.6 0.0 -0.515
C 6.104085 2.416222 -2.420938 0.0 -0.7 -0.4 -0.225
H 6.332154 -4.618331 -6.967673 -0.6 -1.8 -0.6 0.282
H 7.290709 -3.522139 -6.118577 -0.3 -0.1 0.2 0.312
H 5.725382 -3.030821 -6.624755 -0.1 0.0 -0.3 0.303
H 7.521928 -4.460723 -4.218398 1.6 0.2 -0.1 0.647
H 6.237464 -5.060272 -3.287580 -0.2 0.0 0.4 0.249
H 7.030904 -3.023744 -2.066805 -0.2 0.0 -0.2 0.342
H 5.370169 -2.675650 -2.757901 1.5 0.1 -0.5 -0.552
H 8.573742 -0.333781 -3.359645 -0.9 0.1 -0.3 0.404
H 8.179534 -1.331489 -2.075609 -0.1 -0.5 0.6 0.403
H 7.061371 0.405545 -1.345976 0.0 0.4 0.4 0.481
H 5.676196 -0.317850 -2.194011 0.5 -0.4 0.2 -0.351
H 5.274833 2.180650 -1.701251 0.8 0.3 -0.4 -0.130
H 5.727488 3.139306 -3.152468 0.1 -0.2 0.2 0.032
H 7.009396 2.828898 -1.942752 -0.5 -0.1 0.2 0.518
C 2.577941 -4.896441 2.133563 1.3 1.5 -0.1 -0.803
O 2.755747 -4.969549 0.739900 0.9 -0.7 -1.2 0.285
C 3.592782 -6.119834 0.403233 0.1 0.8 -0.4 -1.446
C 3.923709 -6.245229 -1.068644 -0.6 2.1 1.2 0.027
O 2.759096 -6.448585 -1.813211 0.6 0.2 0.6 -0.187
C 3.080317 -6.598350 -3.181922 2.2 1.1 1.0 -0.142
C 1.793165 -6.546421 -3.884246 0.6 -0.6 -0.6 -0.207
O 1.312313 -5.246981 -3.961788 -0.9 0.2 -0.3 0.379
C 0.185767 -5.214984 -4.874891 1.4 0.5 0.0 -0.896
H 3.439747 -4.321775 2.570739 -0.6 -0.5 0.0 0.118
H 2.604162 -5.887858 2.473484 -0.2 -1.4 1.2 0.534
H 1.660258 -4.388486 2.422327 -0.1 0.0 -0.3 0.059
H 2.997074 -6.987070 0.481280 -0.8 -1.3 1.3 0.828
H 4.560556 -6.184238 0.977727 -1.1 0.2 -0.2 0.381
H 4.677659 -6.978846 -1.181478 0.6 -1.5 -0.2 0.732
H 4.426282 -5.334462 -1.323015 0.2 1.0 -0.8 -0.435
H 3.569819 -7.599414 -3.248137 -0.1 0.6 -0.6 0.512
H 3.838917 -5.734533 -3.473734 -1.5 -1.7 0.1 -0.143
H 1.135660 -7.173080 -3.273602 -0.4 -0.3 -0.5 -0.492
H 2.036972 -6.988160 -4.867265 -0.8 0.1 -0.1 0.569
H -0.659404 -5.805368 -4.544894 0.0 -0.4 0.2 -0.108
H 0.606542 -5.571889 -5.829308 -0.8 0.2 0.0 0.404
H -0.132794 -4.176483 -4.920496 0.1 0.0 -0.3 0.130
C -4.710603 1.958834 4.747280 -0.6 1.8 -2.5 -1.260
O -5.977801 1.382436 4.543579 0.2 -0.7 0.5 0.690
C -6.808445 1.557602 5.681067 0.9 -0.7 -0.4 -0.487
C -8.095805 0.866944 5.411117 -1.6 0.0 1.6 -0.801
O -8.896165 1.289114 4.316172 0.2 0.4 -0.6 -0.378
C -8.582072 2.530483 3.676237 1.8 1.0 1.0 0.143
C -9.316676 3.738268 4.301146 -0.8 0.1 -0.7 -0.660
O -8.739193 4.962458 3.779777 -0.9 -0.3 0.6 -0.305
C -8.970916 6.075402 4.673411 0.0 -0.4 -1.1 -0.747
H -4.831854 3.045244 4.547887 0.2 -0.1 0.5 0.389
H -4.029737 1.670694 3.942730 -0.2 -0.5 0.2 -0.364
H -4.280851 1.798085 5.685482 0.5 -0.5 1.5 0.833
H -6.846058 2.620632 5.920091 -0.3 0.1 0.2 0.373
H -6.412051 0.972681 6.538018 0.2 0.6 -0.1 0.302
H -8.700130 0.965828 6.382370 0.5 -0.1 -1.2 0.391
H -7.877102 -0.211816 5.326655 -0.2 0.4 -0.4 0.313
H -8.906053 2.483520 2.628569 0.4 -0.3 0.2 0.394
H -7.443995 2.763257 3.769365 -2.0 -0.5 -0.6 -0.136
H -9.182378 3.797092 5.385350 -0.2 -0.5 0.1 0.375
H -10.435843 3.598819 4.024129 1.6 0.7 0.7 0.278
H -8.461073 5.879529 5.620747 -0.2 0.2 0.1 0.330
H -10.040990 6.304288 4.794209 0.2 -0.4 0.2 0.283
H -8.562620 6.963628 4.183517 0.3 -0.2 0.1 0.243
C 7.830722 -4.111172 1.154413 -1.6 0.2 -0.4 -0.873
O 7.023258 -3.260786 0.255652 1.4 -1.5 0.7 -0.329
C 5.636368 -3.272622 0.488677 0.0 -0.9 1.0 1.202
C 5.251395 -2.005777 1.141804 -1.4 -0.6 0.8 -0.090
O 5.899687 -1.941871 2.375111 0.3 -0.8 -0.1 -0.564
C 5.730979 -0.724271 3.027362 -0.1 0.2 -0.8 0.074
C 6.459647 -0.733369 4.318396 -1.1 1.2 0.0 0.012
O 5.961621 -1.681010 5.194643 -0.6 -1.0 0.5 -0.381
C 6.380357 -1.458613 6.511639 -0.4 -0.3 1.1 -0.601
H 7.828495 -5.192487 0.877867 0.1 0.8 -0.4 0.256
H 7.397151 -4.095782 2.163139 0.3 0.4 -0.1 0.261
H 8.823057 -3.687484 1.137910 0.2 -0.1 0.0 0.342
H 5.299046 -4.057177 1.219678 0.6 0.2 -0.8 0.079
H 5.122340 -3.401997 -0.453666 -0.3 -0.1 -0.3 -1.122
H 4.153438 -1.993500 1.248286 0.0 0.0 0.3 -0.161
H 5.473141 -1.192935 0.526837 0.7 1.7 -1.1 0.609
H 4.665132 -0.501473 3.072095 -0.2 0.3 0.4 -0.378
H 6.222910 0.070069 2.447377 -0.2 0.2 -0.2 0.265
H 6.258003 0.286750 4.704288 0.6 -0.3 0.2 -0.168
H 7.492150 -0.913380 4.076994 0.9 0.1 0.2 0.592
H 5.860580 -0.563391 6.948564 0.7 -0.4 -0.4 0.062
H 7.475202 -1.370798 6.538060 -0.1 0.3 0.2 0.336
H 6.102584 -2.322218 7.177226 0.1 0.6 -0.9 0.248
C -0.439778 1.444987 -4.072174 1.5 0.5 -1.6 0.715
O -1.243956 1.618026 -2.971536 -0.2 -0.5 1.1 1.269
C -2.142755 2.656821 -3.219271 -0.3 0.5 0.6 -0.064
C -2.874020 3.034791 -1.937993 -1.5 1.9 -0.3 -0.520
O -4.019100 2.207491 -1.790283 -0.2 0.1 -0.2 0.330
C -4.959371 2.665978 -0.838235 -1.3 -0.7 -1.6 -0.337
C -6.198368 1.757864 -0.950382 1.8 -0.4 0.0 0.172
O -6.873709 1.908011 -2.137216 -1.0 1.1 -1.0 -0.547
C -7.956584 0.998801 -2.319567 0.5 0.3 0.3 -0.524
H -1.013175 1.154318 -4.973383 0.2 -0.3 0.3 0.377
H 0.430326 0.780151 -3.877630 -1.0 0.0 0.0 -1.501
H 0.014962 2.425355 -4.339777 0.0 -0.4 0.0 -0.400
H -2.887893 2.377490 -3.956334 -0.4 -0.3 -0.2 0.439
H -1.588489 3.483358 -3.682538 -0.1 0.3 0.4 -0.796
H -3.266281 4.151187 -2.011664 1.0 -1.9 0.1 0.182
H -2.312124 2.904304 -1.016737 0.7 0.4 -0.1 0.069
H -5.293755 3.714883 -1.015086 0.5 -0.4 0.1 0.351
H -4.629124 2.508060 0.167265 0.6 0.3 0.9 0.040
H -6.785178 2.023110 -0.106013 -1.1 0.0 1.0 0.702
H -5.835074 0.716953 -0.841545 -0.2 0.2 0.1 -0.470
H -8.504377 0.828325 -1.381851 0.0 0.1 -0.2 0.221
H -7.458651 0.102306 -2.623196 -0.2 -1.2 -0.2 0.154
H -8.653073 1.325290 -3.109409 0.5 0.2 0.4 0.278
C 6.773882 2.537123 6.912750 0.5 -0.2 -0.7 -1.145
O 6.004294 2.443628 5.741314 -0.8 0.9 -0.3 0.149
C 6.664453 3.101478 4.662626 -0.1 -1.0 -0.8 -0.718
C 5.721875 3.922655 3.808675 -0.1 0.1 0.9 -0.365
O 4.994182 3.104495 2.984410 -1.2 -1.7 -1.3 -0.124
C 3.645866 3.420468 2.598605 0.7 -1.5 1.4 -0.756
C 3.077337 2.398797 1.679347 -1.4 -0.6 0.7 0.191
O 2.681448 1.229217 2.429820 0.6 -0.7 -1.0 0.454
C 2.012288 0.293622 1.546656 0.3 1.4 -1.2 0.853
H 6.976849 3.589233 7.187995 0.0 -0.5 0.0 0.282
H 7.674417 1.979540 6.666188 0.8 0.3 0.6 0.436
H 6.294145 1.994716 7.703341 -0.5 0.0 0.5 0.283
H 7.085634 2.296103 4.019621 0.3 0.6 0.3 0.138
H 7.416941 3.763192 5.068393 0.5 0.1 -0.1 0.606
H 6.247361 4.644791 3.202219 0.6 0.5 -0.1 0.384
H 5.103968 4.428934 4.526207 -0.7 0.7 0.3 -0.051
H 3.590279 4.317264 2.062449 0.1 1.9 -0.5 0.680
H 2.973463 3.407893 3.467910 0.4 0.5 0.0 -0.036
H 3.663161 2.230776 0.779169 0.5 -0.6 0.1 -0.218
H 2.140237 2.854766 1.320683 0.0 0.0 -0.1 -0.157
H 2.694537 -0.138619 0.744374 -0.5 0.2 1.2 -0.422
H 1.313683 0.937440 0.981625 -0.1 -0.6 0.0 -0.591
H 1.407326 -0.463300 2.058106 0.6 0.2 0.2 0.388
C -1.720418 1.254764 7.625764 1.0 -1.6 0.5 -0.452
O -2.638694 0.702156 6.719136 -0.4 0.8 -1.3 -0.178
C -2.682168 -0.667920 6.448444 1.0 -0.6 0.3 -0.976
C -1.604764 -1.280109 5.542376 1.1 2.0 0.2 1.253
O -0.223516 -1.015968 5.987773 -1.8 -0.3 0.2 -0.438
C 0.743701 -0.825501 4.982881 0.3 -2.0 -0.8 0.367
C 2.025920 -0.327967 5.637079 -1.6 -0.6 0.6 -0.135
O 1.901931 1.040813 5.909476 0.8 0.8 0.1 0.130
C 3.152265 1.582050 6.388014 -0.8 -0.7 0.2 -0.124
H -1.855247 0.698139 8.571499 0.2 0.5 0.1 0.307
H -1.953086 2.309209 7.755900 -0.1 0.0 -0.1 0.263
H -0.651577 1.099701 7.326121 -0.8 0.3 0.0 -0.033
H -3.585851 -0.884230 5.901193 -0.5 0.2 -0.2 0.192
H -2.759996 -1.237318 7.360180 0.2 -0.2 0.8 0.448
H -1.761669 -0.786131 4.579005 0.3 -0.2 -0.2 -1.089
H -1.837375 -2.326145 5.455693 0.3 -0.6 -0.1 0.456
H 0.384125 -0.153027 4.211411 -0.1 0.4 -0.2 -0.102
H 0.964534 -1.847739 4.446715 -0.2 1.6 0.8 -0.230
H 2.850013 -0.550675 4.961465 0.4 0.0 0.2 -0.166
H 2.019204 -0.873714 6.618469 0.8 0.1 -0.7 0.365
H 3.067715 2.666760 6.416893 0.2 -0.1 -0.5 -0.211
H 3.972717 1.191040 5.783388 0.0 0.5 -0.1 -0.190
H 3.330271 1.262415 7.421915 0.0 -0.2 0.1 0.460
C -6.112846 -4.417641 -0.400523 0.2 1.0 0.6 -0.958
O -4.824157 -4.171639 0.152803 -0.2 -0.1 0.4 -0.308
C -3.804617 -4.088405 -0.821019 -0.8 -0.8 -0.5 1.699
C -2.789301 -5.212108 -0.546427 -0.7 0.3 -0.6 -1.047
O -1.740919 -4.971582 -1.419881 0.6 0.6 0.1 1.109
C -0.580186 -5.737526 -1.233796 0.3 -0.2 -0.4 0.580
C -0.847062 -7.205177 -1.427946 0.1 -1.4 -0.3 -1.476
O -1.494006 -7.414010 -2.683396 0.0 0.4 0.3 -0.197
C -1.607705 -8.781132 -2.969242 -1.5 -0.6 1.3 -0.868
H -6.389933 -3.564543 -1.024236 -0.4 0.1 0.3 0.212
H -6.810644 -4.597285 0.425532 0.2 0.4 -0.3 0.230
H -6.116095 -5.258546 -1.040079 0.2 -1.3 -0.7 0.642
H -3.332554 -3.087315 -0.815304 0.1 -0.7 0.4 -2.114
H -4.304822 -4.193806 -1.806378 0.7 0.0 0.2 0.686
H -3.142302 -6.257926 -0.689702 -0.5 0.7 0.1 0.151
H -2.501290 -5.081246 0.479011 0.4 -0.1 0.9 0.388
H -0.080613 -5.651904 -0.258296 -0.3 0.5 0.1 -0.138
H 0.082309 -5.310382 -1.991649 0.3 -0.6 0.1 -0.857
H -1.445385 -7.697217 -0.604240 0.2 0.7 -0.6 0.491
H 0.087493 -7.804455 -1.439230 0.0 0.6 0.2 0.841
H -2.523454 -8.971882 -3.541838 0.3 0.3 -0.3 0.240
H -1.832427 -9.320639 -1.998986 0.7 0.1 -0.9 0.310
H -0.749269 -9.173364 -3.497515 0.4 -0.2 0.0 0.272
C -3.127526 5.733730 0.789999 -0.4 -0.3 -0.9 -0.374
O -2.563845 5.231988 1.934086 1.2 -0.4 1.9 -0.047
C -1.687159 6.095274 2.665836 -0.8 0.3 -1.2 -0.859
C -1.178589 5.424536 3.869138 0.3 -1.0 1.9 -0.378
O -0.169411 4.442125 3.546169 -0.9 0.5 0.3 0.138
C 0.194790 3.570797 4.603325 1.7 1.2 0.7 0.515
C 0.783989 4.330134 5.821571 1.3 -2.5 0.5 -0.967
O 2.118208 4.771996 5.549127 -0.4 -0.9 -0.9 -0.017
C 2.687355 5.749337 6.329800 0.8 0.6 2.2 -0.949
H -3.706471 6.614507 0.984794 -0.4 0.8 0.1 0.402
H -3.827726 4.953426 0.460709 0.3 0.3 -0.2 -0.147
H -2.391110 5.955851 0.011496 0.0 -0.1 -0.1 0.167
H -2.196133 7.002077 3.012678 -0.4 0.0 -0.1 0.368
H -0.876893 6.456344 2.030366 0.3 -0.2 -0.2 0.281
H -2.014234 4.951648 4.446478 0.4 0.0 -0.6 0.319
H -0.847963 6.226717 4.588539 0.4 -0.6 -0.8 0.287
H 0.983356 2.918321 4.233388 0.1 0.1 -0.2 -0.569
H -0.527018 2.876984 5.003083 -1.2 0.0 -0.2 0.038
H 0.841508 3.528056 6.653670 -0.2 1.3 -0.9 0.265
H 0.191502 5.157615 6.107238 -0.8 0.8 0.5 0.721
H 2.668236 5.569405 7.485264 0.0 -0.1 -1.8 0.293
H 2.231888 6.729470 6.203614 -0.3 0.2 -0.2 0.315
H 3.752881 5.870828 6.030823 -0.7 -0.3 0.2 0.203
C -3.172534 -3.112516 3.246609 -0.9 -2.1 -1.4 -0.301
O -4.094420 -2.646186 4.198761 0.1 0.3 -0.2 0.361
C -5.118087 -3.574213 4.485616 -0.4 -0.2 0.5 -0.993
C -6.309577 -3.493307 3.492155 0.6 -0.4 -1.1 0.407
O -7.078777 -2.311500 3.528251 -0.5 0.4 0.3 -0.332
C -6.656031 -1.139426 2.809168 1.6 -0.5 0.4 -0.885
C -6.396323 -1.339736 1.307262 1.9 0.3 0.5 2.084
O -7.487003 -1.960619 0.688875 0.3 -0.1 -0.6 -0.286
C -8.702481 -1.302667 0.964696 1.1 1.8 0.1 -0.563
H -2.585192 -3.978759 3.626862 -0.5 0.1 0.0 0.448
H -2.456608 -2.373367 3.053508 0.8 1.4 -0.3 -0.136
H -3.636339 -3.437863 2.223975 0.5 0.6 1.8 -0.017
H -5.449137 -3.381968 5.535678 0.0 0.1 -0.8 0.290
H -4.640709 -4.580961 4.512922 -0.6 0.2 -0.3 0.407
H -7.016280 -4.326433 3.704111 0.5 0.5 -0.1 0.336
H -5.936729 -3.626352 2.433397 -0.1 -0.1 1.0 -0.460
H -5.730458 -0.778228 3.276943 -0.1 0.1 -0.2 -0.240
H -7.394255 -0.363604 3.000390 -0.2 -0.2 -0.1 0.614
H -5.404391 -1.895571 1.092456 -1.9 0.1 0.4 -0.211
H -6.096547 -0.327790 0.887958 -1.0 -0.7 0.3 -1.215
H -9.437125 -1.657528 0.293153 -0.7 -0.4 -0.7 0.384
H -8.551275 -0.191266 0.828871 -0.3 -0.8 -0.1 -0.005
H -9.018040 -1.424212 1.983141 -0.2 -0.3 0.6 0.211
C -1.429026 4.711704 -6.873839 0.7 -0.2 1.4 -0.812
O -0.374763 3.751884 -6.588833 0.3 0.7 -1.5 -0.102
C 0.791317 4.005254 -7.460616 -0.7 -0.5 1.3 -0.758
C 1.916100 3.016556 -7.140795 -1.1 -1.0 0.6 -0.582
O 2.444021 3.445888 -5.934993 -1.3 1.9 1.3 0.117
C 3.521230 2.779248 -5.446697 1.2 -0.9 1.8 -1.511
C 3.230940 1.729416 -4.288081 1.4 1.5 -1.5 0.420
O 2.938436 2.447530 -3.134348 -1.0 0.3 1.1 -0.021
C 2.604989 1.550125 -2.083687 0.4 -1.3 -0.3 2.505
H -2.328384 4.400873 -6.325121 0.3 -0.2 -0.3 0.176
H -1.645601 4.798531 -7.933061 0.0 0.0 -0.2 0.411
H -1.165063 5.692974 -6.429993 0.1 -0.2 -0.5 0.278
H 1.167618 5.003283 -7.212909 0.1 0.0 -0.2 0.297
H 0.500231 3.978684 -8.505298 -0.2 -0.2 -0.2 0.495
H 2.727737 3.048017 -7.858963 -0.1 0.0 -0.8 0.483
H 1.571531 1.938482 -7.000783 0.0 1.2 -0.6 0.243
H 4.292901 3.517724 -5.063051 -0.9 -0.7 -0.2 -0.029
H 3.946089 2.287329 -6.289746 1.0 -0.9 -0.5 0.546
H 4.190188 1.231197 -4.110774 0.0 -0.5 -0.3 0.085
H 2.457404 1.010592 -4.535516 -0.3 -0.2 -0.2 0.164
H 2.687250 2.014165 -1.110933 -0.2 0.6 0.0 -0.944
H 3.380377 0.733317 -2.082482 -0.9 0.3 0.1 -0.616
H 1.573422 1.103581 -2.188859 1.0 0.4 0.1 -0.817
C -0.792160 -4.891064 -8.941168 1.6 0.2 0.7 -0.911
O -1.296125 -5.138083 -7.658453 0.8 0.2 0.7 -0.094
C -2.676334 -4.983309 -7.503786 0.8 0.7 0.6 -0.993
C -3.049079 -4.917503 -6.052594 0.0 -0.7 -0.7 -0.146
O -2.606223 -3.702514 -5.528440 0.1 0.0 0.3 -0.316
C -2.848375 -3.605792 -4.144063 -0.4 -0.1 0.6 -0.243
C -2.245293 -2.350454 -3.568919 -1.1 0.0 -1.7 1.294
O -3.193845 -1.300988 -3.830921 1.3 0.0 -0.1 -0.329
C -4.171245 -1.283267 -2.826469 -1.7 2.4 -2.1 0.327
H -0.736329 -3.807038 -9.186387 -0.5 -0.6 -0.1 0.316
H -1.305175 -5.518683 -9.632819 -0.6 0.0 -1.1 0.367
H 0.260011 -5.256013 -8.939316 -0.6 0.3 0.1 0.221
H -3.149174 -5.758816 -8.035482 -1.1 -1.2 -0.5 0.468
H -3.017835 -4.054053 -7.892278 -0.2 1.1 -0.8 0.443
H -2.670156 -5.800603 -5.544458 0.3 0.0 0.5 0.131
H -4.127168 -5.006175 -6.043702 -0.7 0.2 0.3 0.362
H -2.412199 -4.409013 -3.574001 0.2 -0.9 -0.1 -0.337
H -3.948430 -3.617811 -3.927222 0.6 0.0 -0.3 0.492
H -1.248310 -2.215662 -4.031998 -0.6 0.6 0.0 0.155
H -2.119823 -2.450600 -2.514114 0.3 -0.2 0.7 -0.802
H -5.182920 -1.622307 -3.129692 0.5 -0.2 -0.4 0.100
H -4.316883 -0.235511 -2.560569 0.1 0.0 0.3 -0.100
H -3.904263 -1.846771 -2.022377 0.8 -1.2 2.3 -0.163
C 3.014948 -2.028785 -3.731917 -0.1 -1.1 -0.2 -0.987
O 3.144049 -1.762135 -2.365734 0.6 0.8 -0.1 1.954
C 2.365812 -2.545951 -1.524280 -0.7 -0.1 0.3 1.435
C 0.851965 -2.242693 -1.554190 1.8 -1.1 0.7 1.120
O 0.577106 -1.181745 -0.634282 -0.7 -0.9 -0.6 0.175
C -0.822669 -0.935135 -0.738492 0.3 0.7 -0.7 -0.037
C -1.202027 0.327190 -0.041792 0.9 -0.6 0.9 0.331
O -1.329808 0.075041 1.356185 0.3 -1.1 -0.8 0.559
C -2.135004 1.014453 1.929051 -0.5 2.2 1.4 0.340
H 3.207010 -3.103649 -3.933836 0.3 0.5 -0.1 -0.234
H 3.677064 -1.361821 -4.258728 0.5 0.0 -0.2 0.326
H 2.024077 -1.853533 -4.121878 -0.7 0.3 0.0 -0.007
H 2.715789 -2.310323 -0.514440 -0.1 -0.3 0.0 -0.328
H 2.507033 -3.630605 -1.712626 0.0 0.4 -0.1 -1.118
H 0.487500 -3.235244 -1.178591 -0.7 1.0 -0.4 -0.671
H 0.520931 -2.007767 -2.591969 -0.1 -0.2 0.8 -0.773
H -1.447054 -1.763717 -0.379020 0.3 -0.1 0.0 -0.227
H -0.994426 -0.769285 -1.808619 -0.5 0.0 0.1 -0.233
H -2.134224 0.676783 -0.408434 -1.0 0.3 -0.6 0.298
H -0.442471 1.085987 -0.239546 0.0 0.2 0.0 -0.774
H -3.102741 1.202470 1.402304 0.4 -0.4 0.3 -0.181
H -1.603447 1.985538 1.965267 -0.3 0.1 -0.2 0.256
H -2.314314 0.809138 3.000593 -0.1 -0.4 -0.6 -1.115
C 2.699306 9.252514 -5.796573 0.2 -0.9 -0.1 -0.818
O 2.588620 7.928884 -5.305794 -0.2 0.1 -1.0 -0.209
C 2.733317 7.783632 -3.942588 1.0 0.1 1.3 -0.250
C 1.443957 8.066152 -3.104472 1.9 -0.6 0.4 -0.437
O 0.328723 7.479545 -3.646891 -1.6 -1.3 -0.7 -0.507
C 0.322992 6.029790 -3.836202 -1.1 0.5 -1.1 -0.138
C 0.897041 5.145491 -2.785659 1.2 0.2 0.2 1.167
O 0.073297 5.164725 -1.643478 0.4 -0.6 0.1 -0.485
C 0.535191 4.166143 -0.751475 -0.5 0.8 1.4 -0.051
H 3.605894 9.746557 -5.414271 -0.2 0.0 -0.2 0.326
H 1.819124 9.816795 -5.584181 -0.7 0.7 0.5 0.329
H 2.709333 9.137779 -6.873029 0.4 0.2 -0.2 0.226
H 3.624812 8.427655 -3.634196 -1.1 -0.6 0.2 0.528
H 3.031711 6.735480 -3.776932 -0.1 0.3 -0.1 -0.107
H 1.317486 9.139660 -3.019523 -0.5 0.2 -0.1 0.559
H 1.581971 7.658279 -2.084610 0.4 0.3 -0.1 0.177
H 0.745828 5.790595 -4.833882 0.2 0.2 0.6 0.031
H -0.759825 5.667806 -3.910478 1.2 1.1 0.1 -0.071
H 1.967101 5.340683 -2.489375 -0.8 0.2 -0.2 0.281
H 0.956691 4.151278 -3.224956 -0.2 -0.3 -0.1 -1.038
H 0.269964 3.154325 -1.040391 -0.1 -0.2 -0.4 -0.021
H 0.035708 4.392114 0.218863 0.5 -0.3 -0.5 -0.139
H 1.630312 4.208828 -0.620398 -0.2 0.1 0.0 0.504
```
Positions in Å, forces in eV/Å.